{"formula": "C6H10", "method": "ωB97M-V with the def2-TZVPD basis set", "total_energy_ev": -6383.27550, "gap_ev": 10.97, "homo_ha": -0.3583, "molar_mass_g_mol": 82.1, "charge": 0, "smiles": "C1C[C@@H]2C[C@@H]2C1", "e_above_lowest_kcal_mol": 13.47, "elements": ["C", "H", "C", "H", "H", "C", "H", "H", "H", "C", "C", "H", "C", "H", "H", "H"], "xyz": [[1.0915, -0.4260, -0.1606], [-0.2431, -1.6895, 1.2695], [0.5171, 0.3827, 0.9721], [1.1423, 1.0777, 1.5221], [0.6852, 0.8613, -1.7241], [0.2507, -0.0900, -1.3781], [1.5011, -1.4495, 1.7209], [2.1645, -0.4591, -0.3279], [0.2740, -0.7989, -2.2121], [-0.8846, 0.8359, 0.5499], [0.6594, -1.0988, 1.1259], [-1.7496, -0.7047, -0.7741], [-1.1492, 0.2102, -0.8423], [-1.6456, 0.5271, 1.2765], [-1.6938, 0.8940, -1.5032], [-0.9200, 1.9277, 0.4854]]}